1.
{"formula": "C4H15NO2S2", "method": "ωB97M-V/def2-TZVPD", "symbols": ["C", "S", "S", "C", "C", "C", "N", "H", "H", "H", "H", "H", "H", "H", "H", "H", "H", "H", "O", "H", "H", "O", "H", "H"], "coordinates": [[2.986, 0.944, 0.831], [1.986, 0.891, -0.655], [1.814, -0.973, -1.378], [0.171, -1.684, -0.989], [-1.059, -1.162, -1.696], [-2.312, -1.936, -1.238], [-1.358, 0.230, -1.273], [3.190, -0.040, 1.276], [3.968, 1.374, 0.640], [2.492, 1.541, 1.583], [0.345, -2.693, -1.401], [-0.074, -1.700, 0.065], [-0.979, -1.084, -2.786], [-2.271, -3.007, -1.082], [-3.082, -1.589, -1.969], [-2.900, -1.516, -0.398], [-1.229, 0.942, -1.983], [-0.708, 0.551, -0.558], [0.181, 1.081, 3.191], [0.605, 0.235, 3.283], [0.690, 1.656, 2.605], [-0.450, 2.511, 1.131], [-0.711, 3.352, 1.519], [-1.292, 2.077, 1.280]], "atomic_forces_ev_per_a": [[0.79, -0.94, 0.62], [-0.46, 0.95, -0.34], [-0.02, -0.64, -0.09], [0.27, -0.41, -0.91], [-0.76, 1.68, 1.01], [-1.80, 0.98, -0.88], [0.45, 0.89, 0.33], [-0.33, 0.11, -0.29], [-0.10, 0.14, -0.23], [-0.22, 0.24, 0.10], [-0.05, 0.02, 0.63], [0.37, -0.20, 0.37], [0.18, -0.79, 0.19], [0.16, -0.25, -0.53], [0.40, -1.16, -0.17], [1.44, 0.05, 0.41], [-0.04, -0.38, -0.36], [-0.14, -0.27, 0.11], [-0.38, 0.35, 0.52], [0.50, -0.30, -0.07], [-0.23, -0.48, -0.05], [-0.51, 0.85, -0.13], [0.57, 0.56, -0.09], [-0.08, -0.98, -0.14]], "lowdin_charge": [-0.464, 0.437, 0.491, -0.523, -0.497, -0.091, 0.011, 0.046, 0.028, -0.002, 0.073, 0.085, 0.133, 0.064, 0.082, 0.075, 0.071, 0.002, -0.068, 0.026, -0.005, -0.075, 0.055, 0.047], "smiles": "CSSC[C@@H](C)N.O.O", "orbital_gap_ev": 9.260, "lumo_energy_ev": 0.58}

2.
{"formula": "C4H15NO3", "method": "ωB97M-V/def2-TZVPD", "symbols": ["C", "C", "C", "N", "C", "H", "H", "H", "H", "H", "H", "H", "H", "H", "H", "H", "O", "H", "H", "O", "H", "H", "O"], "coordinates": [[-3.531, 0.405, 1.301], [-3.128, 0.792, -0.067], [-2.044, 0.219, -0.753], [-1.405, 0.614, -1.803], [2.231, -1.852, -1.438], [-4.606, 0.558, 1.440], [-2.971, 1.005, 2.027], [-3.348, -0.657, 1.478], [-3.336, 1.821, -0.356], [-1.548, -0.563, -0.194], [-1.987, 1.246, -2.371], [1.497, -1.367, -2.081], [2.641, -2.717, -1.952], [2.933, -1.056, -1.174], [1.607, 1.621, 0.188], [4.497, 0.200, 1.275], [3.645, 0.165, 0.830], [0.537, 1.116, -0.799], [1.684, -2.105, -0.531], [1.158, 1.835, -0.641], [1.540, -0.704, 2.589], [2.487, -0.126, 1.364], [1.446, -0.452, 1.667]], "atomic_forces_ev_per_a": [[-0.37, -0.52, -0.14], [0.40, 1.07, -0.48], [0.39, -0.35, 1.04], [-0.68, -0.09, -1.07], [-0.64, 0.82, 0.04], [0.14, 0.19, 0.15], [-0.14, -0.12, 0.09], [0.21, 0.09, 0.13], [-0.48, -0.14, -0.22], [0.21, -0.47, 0.12], [0.34, 0.26, 0.41], [-0.13, -0.10, -0.31], [0.24, -0.02, 0.11], [0.28, -0.47, 0.08], [0.14, -0.37, -0.14], [-0.31, -0.03, 0.21], [0.21, 0.31, -0.36], [0.16, -0.08, 0.06], [0.24, -0.23, 0.11], [-0.13, 0.44, 0.02], [0.00, 0.02, 0.00], [0.01, -0.45, 0.14], [-0.08, 0.23, 0.01]], "mulliken_spin": [-0.026, 0.606, -0.094, 0.428, -0.001, 0.022, 0.054, 0.003, 0.018, -0.002, -0.014, 0.000, 0.000, 0.000, 0.000, 0.000, 0.000, 0.003, 0.000, 0.002, 0.000, 0.000, 0.000], "multiplicity": 2, "orbital_gap_ev": [7.133, 5.621], "lumo_energy_ev": [3.25, 1.74], "charge": -1}

One value per record, in order, for energy relative to the best compared isomer or geometry (same formula, charge and spin): 5.07, 21.29 kcal per mole.
One value per record, in order, for electronic energy: -31646.124, -12022.366 eV.